Below is C44H60IrN4O2 as an isolated structure at a distorted geometry, with properties calculated with the ωB97M-V functional and the def2-TZVPD basis.

The HOMO energy (spin up / spin down) is -0.3624 / -0.3625 Ha. For the total energy, the calculation gives -2186.296509 Ha. Its charge is +1. The value obtained for the HOMO-LUMO gap (spin up / spin down) is 5.35 / 5.35 eV. Its multiplicity is 1. The energy relative to the best compared isomer or geometry (same formula, charge and spin) is 55.61 kJ/mol.

Each line ends with the Mulliken charge.
Geometry (Å):
Ir 1.652 0.493 0.001  1.6236
C 3.564 -1.133 1.979  -1.4154
N 2.216 -1.194 1.360  0.6551
C 2.057 -2.554 0.806  -1.7630
C 1.195 -0.891 2.422  0.4781
C 0.517 -1.873 3.117  -0.6745
C -0.392 -1.489 4.099  -1.1211
C -0.599 -0.144 4.366  -1.0137
C 0.087 0.840 3.665  -0.2442
C 0.994 0.468 2.683  -0.3088
N 1.676 1.287 1.790  1.1732
C 2.548 2.314 2.037  -0.8111
C 2.657 3.044 3.224  -0.3731
C 3.535 4.113 3.296  -0.7881
C 4.329 4.477 2.215  -1.0588
C 4.273 3.721 1.055  -0.5630
C 3.405 2.646 0.979  0.9890
N 3.406 1.706 -0.168  0.6910
C 3.234 2.394 -1.473  -0.6932
C 4.708 0.998 -0.200  -1.0822
H 3.630 -1.899 2.755  0.4641
H 3.720 -0.158 2.429  0.2119
H 4.314 -1.334 1.219  0.4441
H 2.369 -3.290 1.548  0.6240
H 2.692 -2.654 -0.066  0.1676
H 1.028 -2.746 0.536  0.5044
H 0.679 -2.923 2.915  0.4554
H -0.934 -2.245 4.650  0.4539
H -1.320 0.148 5.118  0.4634
H -0.118 1.889 3.833  0.4670
H 2.046 2.785 4.078  0.4690
H 3.592 4.681 4.216  0.4375
H 4.996 5.323 2.283  0.4698
H 4.925 3.962 0.224  0.3764
H 4.093 3.032 -1.686  0.4841
H 2.328 2.995 -1.437  0.1679
H 3.143 1.641 -2.254  0.0866
H 5.507 1.701 -0.440  0.4799
H 4.671 0.220 -0.965  0.0857
H 4.914 0.567 0.769  0.3835
C -3.811 -3.497 -2.032  -2.0968
C -2.540 -3.938 -2.757  1.8435
C -2.774 -3.816 -4.270  -1.6779
C -2.259 -5.405 -2.396  -1.7102
C -1.336 -3.090 -2.367  -0.2836
C -1.415 -2.071 -1.468  -0.8388
C -0.253 -1.335 -1.146  0.6983
N -0.165 -0.290 -0.313  0.1998
C -1.124 0.492 0.226  -0.2910
C -2.403 0.142 0.680  -1.2493
C -3.249 1.126 1.103  0.2211
C -2.786 2.464 1.053  -0.7542
C -1.530 2.871 0.653  0.3017
C -0.660 1.849 0.193  0.5372
O 0.525 2.069 -0.340  -0.7159
C -1.177 4.363 0.721  2.2272
C 0.322 4.662 0.669  -1.8600
C -1.862 5.070 -0.458  -1.7400
C -1.707 4.956 2.038  -1.7456
C -4.627 0.756 1.648  2.0578
C -5.380 -0.079 0.601  -1.7031
C -4.447 -0.074 2.929  -1.5482
C -5.475 1.984 1.978  -2.2759
C 0.975 -1.548 -1.866  0.3476
O 1.930 -0.694 -1.685  -1.2171
C 1.072 -2.644 -2.779  -0.0650
C -0.073 -3.370 -2.975  -0.4159
C 2.379 -2.946 -3.516  2.4030
C 3.518 -3.179 -2.513  -1.2190
C 2.736 -1.768 -4.437  -1.5641
C 2.257 -4.201 -4.380  -2.2569
H -4.650 -4.110 -2.363  0.5134
H -4.060 -2.456 -2.245  0.4647
H -3.722 -3.621 -0.950  0.3731
H -3.640 -4.412 -4.560  0.4635
H -1.919 -4.174 -4.846  0.3377
H -2.963 -2.779 -4.552  0.3724
H -3.124 -6.020 -2.649  0.4680
H -2.065 -5.512 -1.327  0.3715
H -1.401 -5.804 -2.938  0.3380
H -2.358 -1.809 -1.016  0.3045
H -2.674 -0.901 0.767  0.9058
H -3.468 3.227 1.394  0.5756
H 0.771 4.374 -0.278  0.1042
H 0.859 4.155 1.469  0.4374
H 0.463 5.736 0.802  0.6083
H -1.479 4.698 -1.410  0.3415
H -1.674 6.144 -0.412  0.4572
H -2.942 4.912 -0.438  0.3101
H -1.385 4.363 2.897  0.2120
H -2.794 5.025 2.063  0.4245
H -1.320 5.968 2.161  0.4829
H -4.866 -1.017 0.383  0.3133
H -5.489 0.475 -0.333  0.3570
H -6.377 -0.328 0.969  0.5050
H -3.881 -0.987 2.740  0.2975
H -5.422 -0.357 3.331  0.4520
H -3.915 0.500 3.692  0.3091
H -5.636 2.614 1.101  0.4191
H -5.026 2.591 2.766  0.4446
H -6.453 1.659 2.334  0.4334
H -0.041 -4.196 -3.669  0.5661
H 3.672 -2.310 -1.873  -0.0944
H 4.448 -3.366 -3.052  0.5815
H 3.314 -4.053 -1.889  0.2846
H 2.915 -0.856 -3.872  0.1416
H 1.932 -1.580 -5.149  0.3560
H 3.638 -2.008 -5.003  0.4816
H 1.999 -5.082 -3.788  0.4291
H 3.216 -4.397 -4.861  0.4454
H 1.515 -4.080 -5.171  0.4066